The following is a DFT calculation (wB97M-V/def2-TZVPD) of an isolated ion of composition C4H8N and charge +1.

The highest occupied orbital energy comes out at -13.89 eV. The energy above the lowest of the compared OMol25 structures with the same formula, charge and spin is 382.9 kJ/mol. The structure (SMILES) is C=[NH+]C(=C)C. For the total energy, the calculation gives -211.52527 Ha. As for the multiplicity: 1. The max |F| is 4.1 eV Å⁻¹. Its charge is +1.

```
13
C4H8N wB97M-V/def2-TZVPD
C -1.8877 -0.2489 -0.1400
N -0.5874 -0.6315 -0.5116
C 0.5513 -0.0521 -0.0776
C 1.8013 -0.5326 -0.3149
C 0.3056 1.1779 0.7603
H -2.2745 -1.0193 0.5323
H -2.4394 -0.1695 -1.0804
H -0.6296 -1.4088 -1.1659
H 1.9263 -1.6026 -0.4691
H 2.7035 0.0585 -0.2454
H -0.3147 1.8332 0.1182
H 1.2067 1.7219 1.0279
H -0.3612 0.8739 1.5661
```